# 1
Here is C21H30Ca2ClO22 as an isolated structure in a non-equilibrium geometry from the Open Molecules 2025 dataset. Energies are from wB97M-V/def2-TZVPD.

Cartesian coordinates (Å):
Ca1 -7.3780 3.9791 3.5227
Ca2 -4.5856 -4.5703 2.7928
Cl1 -3.0794 0.8937 0.9331
O1 -3.8504 1.6545 1.9279
O2 -3.8788 0.8675 -0.2106
O3 -1.7637 1.4839 0.6579
O4 -2.9991 -0.4467 1.4814
C1 3.3230 -5.6735 1.6448
C2 3.7527 -5.5524 3.0788
O5 2.4390 -5.4762 3.6638
C3 1.5874 -5.0038 2.8460
O6 0.4232 -4.7074 3.0684
O7 2.1084 -4.9138 1.6581
H1 3.0536 -6.6773 1.3161
H2 4.1679 -5.3081 1.0610
H3 4.3816 -4.6910 3.3039
H4 4.2465 -6.4363 3.4825
C4 -0.3140 -1.6141 -4.5691
C5 0.7373 -1.9694 -3.5203
O8 1.8684 -2.1922 -4.3681
C6 1.4607 -2.4201 -5.6397
O9 2.1723 -2.5884 -6.6447
O10 0.1287 -2.3355 -5.6768
H5 -0.3008 -0.5780 -4.9073
H6 -1.3279 -1.8026 -4.2161
H7 0.5868 -2.9473 -3.0630
H8 0.8046 -1.2078 -2.7434
C7 -1.6523 9.0805 2.1791
C8 -2.5853 9.9499 3.0353
O11 -3.7407 9.1000 3.1040
C9 -3.6709 8.1241 2.2292
O12 -4.3042 7.0786 2.2942
O13 -2.5686 8.2277 1.4617
H9 -0.9224 8.6349 2.8549
H10 -1.0940 9.7606 1.5359
H11 -2.6888 10.9001 2.5114
H12 -2.2224 10.2281 4.0247
C10 0.7747 3.5092 5.1431
C11 1.3265 2.1065 5.5569
C12 1.8826 1.1270 4.4609
O14 3.1814 0.8724 5.0195
C13 3.4008 1.4165 6.2527
O15 4.3653 1.1990 6.9667
O16 2.3194 2.1995 6.5618
H13 -0.0263 3.4639 4.4052
H14 1.4801 4.2974 4.8802
H15 0.1807 3.9227 5.9582
H16 0.5140 1.6016 6.0795
H17 1.7888 1.5865 3.4769
H18 1.4083 0.1513 4.5667
C14 2.4081 5.6846 -2.1369
C15 2.4433 4.4316 -2.9058
C16 2.0028 4.5914 -4.3732
O17 3.1707 4.2215 -5.1283
C17 4.1118 3.8036 -4.3115
O18 5.2234 3.4834 -4.6955
O19 3.7639 3.9415 -3.0402
H19 1.4045 6.1010 -2.0492
H20 3.1053 6.3806 -2.6033
H21 2.7579 5.6180 -1.1067
H22 1.7789 3.6844 -2.4718
H23 1.6853 5.5888 -4.6773
H24 1.1886 3.9470 -4.7044
C18 -3.8138 -9.9988 -3.1777
C19 -2.7696 -8.8322 -3.1092
C20 -2.6874 -7.7672 -4.1413
O20 -2.8057 -6.5966 -3.3454
C21 -2.8676 -6.8390 -2.1269
O21 -2.8806 -6.0379 -1.2137
O22 -2.9431 -8.0957 -1.9114
H25 -3.6259 -10.7013 -2.3657
H26 -3.7136 -10.5720 -4.0994
H27 -4.8192 -9.5783 -3.1588
H28 -1.7414 -9.1939 -3.1121
H29 -3.5523 -7.7399 -4.8040
H30 -1.7357 -7.8290 -4.6691

Its energy is -116666.529 eV. The charge is +3. As for the HOMO energy: -0.49736 hartree. As for the spin multiplicity: 1. As for the HOMO-LUMO gap: 0.0433 hartree.

These are the Löwdin partial charges, in e, on atoms 1 to 4:
1 Ca 1.921
2 Ca 1.957
3 Cl 0.621
4 O -0.455

=====

# 2
Here is C32H30F4FeGeN3O2Se as an isolated structure in a non-equilibrium geometry from the Open Molecules 2025 dataset. Energies are from wB97M-V/def2-TZVPD.

Cartesian coordinates (Å):
Fe1 1.7270 -1.8650 -0.7131
C1 0.5318 -5.2032 -1.3470
N1 0.4011 -4.1353 -0.3690
C2 -0.8906 -3.4785 -0.5102
C3 0.5882 -4.6416 0.9869
C4 1.0871 -3.5300 1.9232
N2 2.2358 -2.9217 1.3088
C5 3.4256 -2.8206 1.8549
C6 4.4454 -2.2395 1.0368
F1 4.0644 -1.9345 -0.2552
C7 5.7330 -2.0140 1.4404
F2 6.6139 -1.4532 0.5844
C8 6.1631 -2.3812 2.7104
C9 5.2187 -2.9753 3.5332
F3 5.6120 -3.3690 4.7710
C10 3.9156 -3.1969 3.1470
F4 3.1002 -3.8163 4.0534
H1 -0.2638 -5.9593 -1.2334
H2 1.5010 -5.6877 -1.2340
H3 0.4795 -4.7843 -2.3504
H4 -1.7212 -4.1796 -0.3308
H5 -0.9783 -3.0762 -1.5177
H6 -0.9686 -2.6505 0.1913
H7 1.3520 -5.4213 0.9552
H8 -0.3408 -5.0884 1.3799
H9 1.2826 -3.9524 2.9124
H10 0.3097 -2.7621 2.0184
H11 7.1736 -2.2256 3.0420
Se1 1.1957 -2.8019 -5.6008
C11 1.4313 -2.4600 -3.9214
N3 1.5781 -2.2589 -2.7798
O1 0.1877 -0.3540 0.3288
C12 1.1570 0.4033 0.5964
O2 2.2751 0.2636 0.0537
C13 0.9774 1.5112 1.6235
C14 -0.4867 1.8233 1.8574
Ge1 -1.4130 2.3708 0.1650
C15 -3.0214 3.4453 0.6760
C16 -3.3002 3.8333 1.9790
C17 -4.4264 4.5792 2.2818
C18 -5.2987 4.9553 1.2755
C19 -5.0357 4.5791 -0.0311
C20 -3.9104 3.8306 -0.3208
C21 -0.2914 3.5506 -0.9830
C22 0.8463 3.0457 -1.6035
C23 1.6192 3.8430 -2.4300
C24 1.2641 5.1636 -2.6482
C25 0.1384 5.6834 -2.0312
C26 -0.6307 4.8810 -1.2052
C27 -2.1054 0.8592 -0.9020
C28 -1.6172 0.5634 -2.1650
C29 -2.0687 -0.5481 -2.8540
C30 -3.0216 -1.3743 -2.2844
C31 -3.5286 -1.0781 -1.0296
C32 -3.0705 0.0321 -0.3464
H12 1.5276 2.3907 1.2833
H13 1.4539 1.1597 2.5443
H14 -0.5818 2.6076 2.6126
H15 -0.9844 0.9267 2.2259
H16 -2.6277 3.5474 2.7762
H17 -4.6265 4.8690 3.3044
H18 -6.1798 5.5367 1.5072
H19 -5.7115 4.8696 -0.8238
H20 -3.7076 3.5335 -1.3416
H21 1.1404 2.0190 -1.4412
H22 2.4981 3.4289 -2.9036
H23 1.8665 5.7875 -3.2940
H24 -0.1411 6.7168 -2.1958
H25 -1.5108 5.2930 -0.7272
H26 -0.8788 1.2102 -2.6178
H27 -1.6738 -0.7717 -3.8352
H28 -3.3624 -2.2535 -2.8131
H29 -4.2793 -1.7175 -0.5848
H30 -3.4653 0.2649 0.6350

Its energy is -209358.675 eV. The charge is -1. As for the HOMO energy (alpha / beta): -0.16769 / -0.16775 hartree. For the energy relative to the best compared isomer or geometry (same formula, charge and spin), the calculation gives 107.67 kJ/mol. As for the spin multiplicity: 5. As for the HOMO-LUMO gap (alpha / beta): 0.2564 / 0.2565 hartree.

These are the Löwdin partial charges, in e, on atoms 1 to 4:
1 Fe 0.942
2 C -0.099
3 N -0.304
4 C -0.112

=====

# 3
Here is C32H32N5O5SbV as an isolated structure in a non-equilibrium geometry from the Open Molecules 2025 dataset. Energies are from wB97M-V/def2-TZVPD.

Cartesian coordinates (Å):
V1 -1.2521 -0.4023 0.2121
C1 -1.5078 -4.6719 0.2261
C2 -1.6233 -3.2536 -0.1457
N1 -1.7711 -2.2844 0.7091
N2 -2.0898 -2.5323 2.0243
C3 -2.2145 -1.3957 2.6054
O1 -1.9053 -0.2938 1.8312
C4 -2.6766 -1.2070 3.9646
C5 -3.4067 -2.2265 4.5766
C6 -3.8452 -2.0573 5.8779
C7 -3.5545 -0.8854 6.5645
C8 -2.8242 0.1307 5.9558
C9 -2.3905 -0.0277 4.6537
C10 -1.6836 -2.7305 -1.5152
C11 -1.8109 -3.5008 -2.6373
C12 -2.1338 -2.8703 -3.8476
C13 -2.3083 -1.5081 -3.8695
C14 -2.0915 -0.7721 -2.7041
N3 -1.7925 -1.3710 -1.5548
H1 -1.8449 -4.8347 1.2452
H2 -0.4430 -4.9324 0.1662
H3 -2.0495 -5.3166 -0.4641
H4 -3.6318 -3.1333 4.0327
H5 -4.4200 -2.8381 6.3563
H6 -3.9020 -0.7599 7.5812
H7 -2.6052 1.0377 6.5025
H8 -1.8210 0.7540 4.1658
H9 -1.7056 -4.5751 -2.5781
H10 -2.2670 -3.4578 -4.7465
H11 -2.5921 -0.9895 -4.7729
H12 -2.1652 0.3047 -2.6996
O2 0.0325 1.6247 1.3314
O3 1.0711 1.5112 0.3369
C15 2.2502 3.8505 1.8822
Sb1 0.8301 2.6641 2.8449
C16 1.6506 1.1519 4.0357
C17 -0.9600 3.5894 3.4038
H13 2.7163 4.5020 2.6210
H14 1.7377 4.4337 1.1206
H15 2.9811 3.1783 1.4372
H16 1.6068 1.4310 5.0867
H17 2.6825 1.0175 3.7182
H18 1.0587 0.2570 3.8513
H19 -0.9301 3.9173 4.4402
H20 -1.7406 2.8467 3.2481
H21 -1.0881 4.4359 2.7324
O4 1.6223 -2.7187 0.1313
C18 1.5385 -1.6037 -0.2715
N4 2.2814 -0.8594 -1.1041
C19 1.6642 0.3426 -1.6943
C20 0.5499 0.6175 -0.6079
O5 -0.7567 0.9442 -0.9548
N5 0.4184 -0.7311 0.0951
C21 2.6685 1.4912 -1.8047
C22 4.0128 1.1981 -2.0075
C23 4.9308 2.2151 -2.2318
C24 4.5105 3.5349 -2.2682
C25 3.1667 3.8322 -2.0853
C26 2.2492 2.8175 -1.8566
C27 1.0681 0.0441 -3.0750
C28 0.4349 1.0626 -3.7872
C29 0.0557 0.8678 -5.1049
C30 0.3078 -0.3467 -5.7353
C31 0.9127 -1.3711 -5.0274
C32 1.2874 -1.1788 -3.6993
H22 3.0898 -1.2928 -1.5254
H23 4.3773 0.1792 -2.0127
H24 5.9722 1.9700 -2.3898
H25 5.2228 4.3266 -2.4555
H26 2.8286 4.8591 -2.1358
H27 1.2026 3.0753 -1.7393
H28 0.2740 2.0329 -3.3342
H29 -0.4096 1.6776 -5.6518
H30 0.0464 -0.4844 -6.7763
H31 1.1264 -2.3157 -5.5109
H32 1.7771 -1.9958 -3.1855

Its energy is -83587.652 eV. The charge is +3. As for the HOMO energy: -0.59641 hartree. For the energy relative to the best compared isomer or geometry (same formula, charge and spin), the calculation gives 204.52 kJ/mol. As for the spin multiplicity: 1. As for the HOMO-LUMO gap: 0.1848 hartree.

These are the Löwdin partial charges, in e, on atoms 1 to 4:
1 V 1.231
2 C 0.051
3 C -0.168
4 N -0.032

=====

# 4
Here is a 12-piece molecular cluster, C28H72BF4N3O8 overall in a non-equilibrium geometry from the Open Molecules 2025 dataset. Energies are from wB97M-V/def2-TZVPD.

Cartesian coordinates (Å):
C1 -7.4208 0.3349 -2.8808
C2 -6.3758 0.5669 -1.8158
C3 -5.2728 1.5629 -2.1818
N1 -4.1648 1.5579 -1.1868
C4 -3.4168 0.3549 -1.2698
C5 -4.7348 1.8639 0.1932
C6 -3.4468 2.4379 0.9792
C7 -2.6388 3.0749 -0.0328
C8 -3.2008 2.7199 -1.4658
H1 -8.0288 -0.4161 -2.5898
H2 -6.8568 0.2319 -3.8028
H3 -8.0068 1.4139 -3.0238
H4 -5.9768 -0.3771 -1.6048
H5 -6.8498 0.7979 -0.8818
H6 -5.7358 2.5399 -2.3558
H7 -5.1218 1.4219 -3.1248
H8 -3.9378 -0.3031 -0.4708
H9 -2.6108 0.3829 -0.6668
H10 -3.0078 -0.0791 -2.2118
H11 -5.1548 0.8939 0.5452
H12 -5.5218 2.6099 0.2412
H13 -2.8068 1.6639 1.2282
H14 -3.7838 3.2619 1.6842
H15 -1.6718 2.5709 -0.1278
H16 -2.8408 4.1289 -0.0088
H17 -2.4878 2.7069 -2.3558
H18 -3.8378 3.7759 -1.6148
B1 0.6472 -0.2131 -0.1798
F1 -0.4698 -0.7811 0.5252
F2 0.5682 1.2139 0.0282
F3 1.8432 -0.6611 0.2492
F4 0.5132 -0.4681 -1.4948
C9 3.9222 1.7719 -2.0398
C10 3.4582 3.0419 -2.3558
N2 3.0202 4.0439 -2.7418
H19 4.9792 1.6879 -1.5698
H20 3.2302 1.4879 -1.1748
H21 3.9802 1.1199 -2.9618
C11 1.5252 4.5749 0.4932
C12 2.0672 4.8409 1.8552
N3 2.3712 5.0999 2.8982
H22 1.4692 3.5199 0.2742
H23 0.6742 5.0949 0.2952
H24 2.3752 5.0079 -0.2538
C13 2.8522 -5.5241 1.0542
C14 1.9602 -4.3451 0.7382
O1 2.6642 -3.1281 0.8812
H25 2.1652 -6.1701 0.7542
H26 3.0712 -5.4321 2.3002
H27 3.8372 -5.4611 0.4662
H28 1.0192 -4.1811 1.4692
H29 1.5372 -4.4091 -0.3948
H30 1.9472 -2.3341 0.9312
C15 -0.4258 3.2639 4.2752
C16 -0.5198 2.5919 2.8832
O2 0.6942 2.0129 2.6702
H31 -0.3128 2.5419 5.1602
H32 -1.0548 4.0209 4.5022
H33 0.5312 3.7459 4.3632
H34 -0.6838 3.4529 2.2492
H35 -1.2508 2.0569 3.1222
H36 0.9672 1.7369 1.7152
C17 6.5872 -0.5411 1.4282
C18 5.3452 -1.4721 1.7422
O3 5.5462 -2.7041 0.9332
H37 6.7992 -0.3211 0.3862
H38 7.7242 -0.6101 1.7842
H39 6.4002 0.3639 1.8642
H40 4.3252 -1.0691 1.4632
H41 5.2932 -1.9691 2.5712
H42 4.6492 -3.1201 0.7672
C19 -0.5058 3.6299 -4.1288
C20 0.0652 2.4459 -3.4118
O4 -0.7008 1.3109 -3.4078
H43 0.0792 4.6389 -4.0278
H44 -1.3318 3.3999 -3.5358
H45 -0.4818 3.4189 -5.2548
H46 0.1812 2.9129 -2.4118
H47 0.9692 2.2609 -4.0278
H48 -0.3058 0.6289 -2.8458
C21 5.1712 -2.7421 -3.5068
C22 4.3312 -2.4471 -2.1608
O5 3.1662 -1.7801 -2.4538
H49 5.4062 -1.7911 -3.8168
H50 4.5082 -3.1231 -4.3848
H51 6.0902 -3.3331 -3.2938
H52 4.9432 -1.7651 -1.5908
H53 4.0682 -3.3411 -1.7498
H54 2.7232 -1.4111 -1.7768
C23 -2.9038 -2.1511 4.1792
C24 -2.5668 -2.5391 2.7852
O6 -2.9908 -1.5771 1.7702
H55 -3.9428 -1.9461 4.2662
H56 -2.4588 -1.1381 4.2902
H57 -2.6208 -2.9391 4.9732
H58 -2.9128 -3.3801 2.5962
H59 -1.4048 -2.4141 2.7722
H60 -2.4198 -1.4051 1.1672
C25 2.6582 -2.0131 4.2942
C26 1.6122 -1.0101 3.9172
O7 1.8112 0.2109 4.5662
H61 2.2662 -2.8321 3.8962
H62 2.7652 -2.3991 5.3562
H63 3.6322 -1.8571 3.8522
H64 0.7362 -1.4961 4.1962
H65 1.6072 -0.5781 2.9762
H66 1.3462 0.8759 4.0302
C27 -2.4108 -3.5471 -2.9038
C28 -1.2628 -2.7721 -2.3288
O8 -1.1948 -3.1111 -0.9938
H67 -2.3168 -4.6281 -2.6418
H68 -2.3628 -3.4081 -4.0258
H69 -3.4848 -3.0681 -2.5398
H70 -1.2928 -1.6531 -2.5948
H71 -0.2288 -2.9391 -2.8618
H72 -0.9698 -2.2751 -0.3308

Its energy is -62589.815 eV. As for the HOMO energy: -0.33098 hartree. For the energy relative to the best compared isomer or geometry (same formula, charge and spin), the calculation gives 0.00 kJ/mol. As for the spin multiplicity: 1. As for the HOMO-LUMO gap: 0.3152 hartree.

These are the Löwdin partial charges, in e, on atoms 1 to 4:
1 C -0.070
2 C -0.254
3 C -0.126
4 N -0.259

=====

# 5
Here is a 6-piece molecular cluster, C9H30O6 overall in a non-equilibrium geometry from the Open Molecules 2025 dataset. Energies are from wB97M-V/def2-TZVPD.

Cartesian coordinates (Å):
C1 7.5557 -10.8102 8.7953
C2 6.0919 -11.0241 8.8288
C3 5.3692 -10.8951 7.4639
O1 5.7997 -12.3707 9.2728
H1 8.0196 -11.5907 8.2588
H2 8.0651 -10.7368 9.7647
H3 7.7614 -9.8493 8.3283
H4 5.5912 -10.3098 9.5958
H5 5.4660 -11.8063 6.8198
H6 5.5292 -10.0303 6.8660
H7 4.3077 -10.8247 7.6630
H8 6.4098 -12.4028 10.0245
C4 4.4955 -15.1412 0.8013
C5 3.6432 -13.8601 0.6332
C6 2.8797 -13.6283 1.9562
O2 4.5248 -12.7941 0.4145
H9 3.8216 -16.0051 0.8824
H10 5.2268 -15.0536 1.6009
H11 5.0941 -15.4224 -0.1286
H12 2.9145 -14.0007 -0.2035
H13 2.1779 -12.8353 1.9058
H14 3.4812 -13.4594 2.8290
H15 2.3195 -14.5739 2.1559
H16 5.2151 -12.9782 -0.2352
C7 9.1444 -15.6190 6.9217
O3 8.5676 -15.0316 5.7808
H17 10.2260 -15.7582 6.7586
H18 9.0503 -15.0653 7.8660
H19 8.8436 -16.6848 7.0855
H20 7.5693 -14.9278 5.8651
C8 10.0954 -13.0487 3.4366
O4 9.6483 -14.2174 2.8179
H21 9.4036 -12.7967 4.2865
H22 11.1348 -13.1323 3.8284
H23 10.1957 -12.2963 2.6655
H24 9.2777 -14.7540 3.4940
C9 6.7706 -12.2673 3.4713
O5 5.3312 -12.4267 3.3877
H25 6.9242 -11.9548 4.5269
H26 7.1921 -13.2203 3.2972
H27 7.1891 -11.5294 2.7573
H28 5.1737 -12.3567 2.4154
O6 5.6031 -14.9152 5.9724
H29 5.0159 -14.4548 5.4068
H30 5.5203 -15.8615 5.8518

Its energy is -22102.398 eV. As for the HOMO energy: -0.36040 hartree. For the energy relative to the best compared isomer or geometry (same formula, charge and spin), the calculation gives 245.50 kJ/mol. As for the spin multiplicity: 1. As for the HOMO-LUMO gap: 0.3801 hartree.

These are the Löwdin partial charges, in e, on atoms 1 to 4:
1 C -0.077
2 C -0.488
3 C -0.048
4 O -0.068

=====

# 6
Here is an isolated ion of composition C14H18N and charge +1 in a non-equilibrium geometry from the Open Molecules 2025 dataset. Energies are from wB97M-V/def2-TZVPD.

Cartesian coordinates (Å):
C1 -0.3906 2.4724 -3.4467
C2 -1.1441 1.3453 -3.2191
C3 0.2528 3.1596 -2.3694
C4 -1.3237 0.8630 -1.9310
C5 0.1877 2.5603 -1.1018
C6 -0.6672 1.4670 -0.8687
C7 -0.1056 -2.8604 1.0326
C8 1.3187 -2.5160 1.5089
C9 0.8357 -1.3796 -0.5346
C10 -0.4669 -1.6269 0.1485
C11 1.5564 -1.1815 0.8435
C12 -0.7621 -0.4098 1.0695
C13 0.6608 -0.2609 1.5181
C14 -0.7931 0.9798 0.5125
N1 -0.9689 1.9858 1.6327
H1 -0.1424 2.9026 -4.4786
H2 -1.5300 0.8699 -4.0442
H3 0.7898 4.0669 -2.5431
H4 -2.0320 0.1672 -1.7398
H5 0.6300 3.2353 -0.2859
H6 -0.0896 -3.6298 0.1823
H7 -0.7480 -3.1988 1.7865
H8 1.3916 -2.3947 2.5852
H9 2.1130 -3.3041 1.2345
H10 1.2355 -2.2315 -1.1593
H11 0.7384 -0.5322 -1.1913
H12 -1.2922 -1.7121 -0.6166
H13 2.6023 -0.8963 0.8762
H14 -1.5548 -0.5576 1.8018
H15 0.8964 0.0812 2.4994
H16 -1.7468 2.5005 1.2658
H17 -0.1512 2.4710 1.6231
H18 -1.2863 1.3924 2.4765

Its energy is -16289.449 eV. The charge is +1. As for the HOMO energy (alpha / beta): -0.41817 / -0.41894 hartree. For the energy relative to the best compared isomer or geometry (same formula, charge and spin), the calculation gives 450.00 kJ/mol. As for the spin multiplicity: 1. As for the HOMO-LUMO gap (alpha / beta): 0.2807 / 0.2765 hartree.

These are the Löwdin partial charges, in e, on atoms 1 to 4:
1 C -0.049
2 C -0.049
3 C -0.045
4 C -0.018